Record 1
This record from the Open Molecules 2025 dataset describes C38H46N2O3Ru as an isolated structure. The level of theory is wB97M-V/def2-TZVPD.

Values from the calculation:
expectation value of S² = 0.761
frontier orbital gap (spin up / spin down) = 6.65 / 6.93 eV

Geometry as ORCA input:
```
! wB97M-V def2-TZVPD RIJCOSX def2/J DEFGRID3
* xyz -1 2
Ru 0.13065 -0.10125 -0.39158
C 0.91167 -1.22306 1.80745
C 1.99461 -0.71197 1.03027
C 2.02264 -1.47556 -0.19536
C 0.86372 -2.32824 -0.14752
C 0.17107 -2.14980 1.05971
C -1.01351 -2.96400 1.53326
C -2.12022 -2.97585 0.47489
C -0.54113 -4.40361 1.78617
C -1.57606 -2.39260 2.83552
C 3.10022 -1.69714 -1.26734
C 4.37161 -2.25179 -0.59525
C 2.64296 -2.79451 -2.24127
C 3.46487 -0.47970 -2.12516
C 2.96844 0.24084 1.74389
C 3.86203 -0.59534 2.67962
C 2.17672 1.21711 2.63081
C 3.86552 1.10365 0.85775
H 0.60989 -0.83357 2.76339
H 0.56599 -3.02979 -0.90997
H -1.73694 -3.30810 -0.49181
H -2.54215 -1.97799 0.34418
H -2.92222 -3.65729 0.77459
H -0.19609 -4.86707 0.86004
H -1.35651 -5.00942 2.19184
H 0.28697 -4.41528 2.49750
H -1.85963 -1.34434 2.72312
H -0.84551 -2.46072 3.64482
H -2.46510 -2.95260 3.13657
H 4.12957 -3.09861 0.05126
H 4.88382 -1.50523 0.00587
H 5.07302 -2.59531 -1.36110
H 2.47196 -3.73919 -1.72158
H 3.42958 -2.95885 -2.98191
H 1.73077 -2.50453 -2.75857
H 3.87784 0.33644 -1.54688
H 2.58878 -0.11483 -2.65585
H 4.22160 -0.78241 -2.85587
H 3.24730 -1.18991 3.35715
H 4.49537 0.06519 3.27978
H 4.50707 -1.27606 2.12551
H 1.68741 0.71410 3.46458
H 1.41568 1.74654 2.05867
H 2.85880 1.95713 3.05575
H 4.61560 0.51928 0.33355
H 4.40193 1.81439 1.49208
H 3.29077 1.67079 0.12770
O -0.79023 1.62934 3.76319
C -2.12781 1.70707 3.62192
C -2.87664 2.13027 4.72191
C -4.25179 2.21729 4.63954
C -4.90969 1.88406 3.45834
C -4.16912 1.46878 2.36828
C -2.77813 1.37499 2.42480
C -2.00515 0.91555 1.24323
O -0.71800 0.82887 1.37024
N -2.66655 0.61935 0.16758
N -1.80553 0.26189 -0.87109
C -2.35836 0.28054 -2.02551
C -1.70593 0.00540 -3.27961
C -2.46043 0.19119 -4.44354
C -1.92612 0.01568 -5.70241
C -0.58615 -0.36108 -5.80603
C 0.18664 -0.55475 -4.68404
C -0.33770 -0.38048 -3.37887
O 0.44781 -0.60037 -2.37514
H -0.45081 1.29769 2.89570
H -2.34592 2.38018 5.63137
H -4.81751 2.54708 5.50290
H -5.98786 1.95023 3.39241
H -4.64827 1.20673 1.43522
H -3.41074 0.55564 -2.04574
H -3.49443 0.50046 -4.33274
H -2.52834 0.17200 -6.58752
H -0.14165 -0.50134 -6.78540
H 1.22699 -0.84333 -4.76933
C 0.75190 1.85971 -0.88910
C -0.30643 2.81538 -1.30995
C -0.61098 3.02207 -2.65939
C -1.64836 3.85467 -3.04993
C -2.41249 4.51808 -2.09901
C -2.10740 4.35008 -0.75410
C -1.06822 3.51882 -0.36918
H 1.22875 2.25001 0.01372
H 1.50567 1.79171 -1.68048
H -0.02956 2.50403 -3.41418
H -1.86498 3.97675 -4.10530
H -3.22943 5.16209 -2.40112
H -2.68841 4.86384 0.00332
H -0.84404 3.39387 0.68475
*
```

Record 2
This record from the Open Molecules 2025 dataset describes C55H48N5O2PPdS2 as an isolated structure. The level of theory is wB97M-V/def2-TZVPD.

Values from the calculation:
frontier orbital gap = 5.65 eV

Geometry as ORCA input:
```
! wB97M-V def2-TZVPD RIJCOSX def2/J DEFGRID3
* xyz 0 1
Pd -0.09249 -0.37642 -0.19866
C 2.14693 1.91021 2.38378
C 0.68785 2.23946 2.68593
C 0.55037 3.42226 3.64047
C -0.09066 1.04659 3.22950
C 0.45680 0.40985 4.51609
O 0.48112 -1.00474 4.22836
C 0.16387 -1.12470 2.90444
N -0.13456 -0.06834 2.27498
C 0.21458 -2.53411 2.41992
C 1.11515 -3.37751 3.07133
C 1.20446 -4.71910 2.73934
C 0.35292 -5.23704 1.77425
C -0.55950 -4.40402 1.14283
C -0.63439 -3.03688 1.41563
P -1.84454 -1.94975 0.49953
C -3.25722 -3.18579 0.49308
C -3.96469 -3.29795 1.69287
C -5.03430 -4.17049 1.82176
C -5.44066 -4.93622 0.73409
C -4.76312 -4.81937 -0.47070
C -3.67801 -3.95508 -0.58792
C -1.33544 -2.10776 -1.28142
C -0.41760 -3.00909 -1.82889
C -0.22269 -3.08820 -3.20539
C -0.96900 -2.29855 -4.06989
C -1.92281 -1.42933 -3.54734
C -2.09472 -1.33082 -2.17735
H 2.62235 2.76057 1.88854
H 2.22893 1.05074 1.71509
H 2.71870 1.71112 3.29457
H 0.21189 2.49864 1.73402
H 1.02553 3.20932 4.60378
H -0.49806 3.67214 3.82957
H 1.03484 4.31028 3.23083
H -1.12481 1.37250 3.39040
H -0.18016 0.56592 5.38351
H 1.47032 0.72826 4.75592
H 1.74339 -2.96967 3.85124
H 1.91363 -5.35836 3.25056
H 0.38015 -6.29152 1.52629
H -1.24798 -4.82902 0.42216
H -3.66534 -2.68720 2.54042
H -5.56084 -4.24506 2.76559
H -6.28355 -5.61006 0.82409
H -5.07589 -5.40579 -1.32645
H -3.16191 -3.88314 -1.53977
H 0.18128 -3.63134 -1.17549
H 0.52312 -3.76668 -3.60249
H -0.80858 -2.35645 -5.13987
H -2.51157 -0.80448 -4.20934
H -2.80702 -0.61853 -1.77442
S 1.42133 -0.45700 -7.19285
C 2.62594 -1.62798 -7.49615
C 3.23727 -2.02186 -6.34728
C 2.70584 -1.36736 -5.19968
C 1.70826 -0.48510 -5.49899
C 0.91134 0.34057 -4.57268
C 1.00003 0.10999 -3.18398
N 0.27294 0.72515 -2.28686
C -0.61294 1.65645 -2.70227
C -0.71396 2.03287 -4.04373
C -1.58928 3.11318 -4.42457
C -2.32324 3.76552 -3.50425
C -2.29000 3.36142 -2.12110
C -3.07285 3.98689 -1.13785
C -3.06682 3.52347 0.15526
C -2.27037 2.38975 0.41748
N -1.51058 1.80610 -0.47048
C -1.48070 2.29254 -1.72463
C -3.85648 4.13013 1.24400
C -3.99608 3.68711 2.52779
C -4.83645 4.51930 3.32047
C -5.31531 5.58223 2.62059
S -4.75674 5.57394 1.00748
C 0.06322 1.33600 -4.98379
H 2.82595 -1.95167 -8.50480
H 4.03629 -2.74835 -6.31443
H 3.05899 -1.54624 -4.19364
H 1.69472 -0.62322 -2.79035
H -1.63522 3.39650 -5.46954
H -2.96969 4.58659 -3.79120
H -3.69406 4.82949 -1.42540
H -2.28579 1.91698 1.39642
H -3.52472 2.78893 2.90165
H -5.07016 4.33087 4.35813
H -5.97082 6.36674 2.96267
H -0.02399 1.59777 -6.03372
C 5.97062 -3.03985 0.95307
N 5.03045 -2.57303 -0.06053
N 4.67482 -1.22572 0.09845
C 3.29407 -1.07072 -0.13129
O 2.72801 0.00234 -0.19729
C 2.79204 -2.42022 -0.29331
C 3.83719 -3.26301 -0.20835
C 3.83936 -4.75243 -0.20797
C 5.63556 -0.23440 -0.21379
C 6.73700 -0.53782 -1.00589
C 7.67362 0.44722 -1.28800
C 7.51185 1.73440 -0.79730
C 6.40073 2.02781 -0.01695
C 5.46334 1.05241 0.28534
H 6.83999 -2.38726 0.96074
H 6.29737 -4.04361 0.69137
H 5.52073 -3.04554 1.95149
H 1.74703 -2.64470 -0.44835
H 2.83994 -5.11419 -0.43890
H 4.11754 -5.14925 0.77080
H 4.54228 -5.14222 -0.94609
H 6.85020 -1.53384 -1.41323
H 8.52871 0.20320 -1.90548
H 8.24240 2.50059 -1.02072
H 6.26072 3.02873 0.37143
H 4.60025 1.27731 0.89559
*
```

How do the records compare in energy above the lowest of the compared OMol25 structures with the same formula, charge and spin? In the order shown, they have 0.0; 0.0 kJ/mol.